Model one:
This record from OMol25 describes a structure of composition C26H72N4O10. The level of theory is ωB97M-V/def2-TZVPD.

The value obtained for the orbital gap is 6.47 eV. Its LUMO energy is 0.22 eV. As for the HOMO energy: -0.2297 Ha.

Each line ends with the Löwdin charge.
Positions of all 112 atoms, in Å:
C1 -2.24 0.41 -0.45  -0.5680
O1 -2.19 0.76 0.85  -0.0407
N1 -1.83 1.26 -1.33  0.0595
N2 -3.37 0.34 -1.16  0.0380
H1 -1.32 1.98 -0.70  0.1065
H2 -0.89 0.91 -1.71  0.0772
H3 -4.11 0.16 -0.42  0.0988
H4 -3.38 -0.75 -1.55  0.0435
C2 -3.36 -2.39 -3.09  -0.5946
O2 -2.35 -3.20 -3.61  -0.0848
N3 -3.50 -2.10 -1.82  0.1143
N4 -4.09 -1.59 -3.80  0.1689
H5 -2.79 -2.68 -1.42  0.0685
H6 -4.37 -2.36 -1.32  0.1706
H7 -4.00 -1.65 -4.87  0.1556
H8 -5.10 -1.61 -3.52  0.1514
C3 1.18 -0.90 0.03  -0.0097
C4 1.09 -0.60 -1.46  -0.6138
C5 0.23 -1.67 -2.10  -0.0108
O3 0.60 0.47 -1.81  -0.0291
H9 0.18 -1.07 0.41  0.0622
H10 1.45 0.04 0.53  0.0517
H11 1.93 -1.60 0.34  0.0769
H12 2.05 -0.61 -1.89  0.1314
H13 0.52 -2.71 -1.81  0.0865
H14 0.36 -1.67 -3.16  0.0643
H15 -0.84 -1.64 -1.85  0.0725
H16 1.36 1.08 -1.92  0.0984
C6 -3.02 -4.92 -0.32  -0.0240
C7 -1.92 -4.15 0.41  -0.6026
C8 -0.58 -4.65 -0.07  -0.0326
O4 -2.05 -2.89 0.29  -0.0375
H17 -2.95 -4.75 -1.38  0.0687
H18 -4.01 -4.60 0.00  0.0790
H19 -2.92 -5.92 -0.09  0.0601
H20 -1.96 -4.31 1.47  0.1364
H21 -0.42 -4.55 -1.19  0.1017
H22 -0.62 -5.67 0.17  0.0546
H23 0.32 -4.20 0.42  0.0919
H24 -2.48 -2.49 1.05  0.0883
C9 -0.86 -1.71 3.13  -0.0427
C10 -2.28 -1.77 3.54  -0.6217
C11 -2.61 -0.93 4.78  -0.0262
O5 -3.11 -1.44 2.65  0.0151
H25 -0.15 -1.73 3.98  0.0926
H26 -0.70 -0.88 2.43  0.0613
H27 -0.60 -2.61 2.53  0.0799
H28 -2.41 -2.85 3.81  0.1457
H29 -1.92 -1.18 5.59  0.0834
H30 -3.68 -0.97 5.14  0.0999
H31 -2.52 0.10 4.62  0.0294
H32 -3.88 -1.95 2.85  0.1170
C12 0.24 1.55 2.87  -0.0454
C13 -0.99 2.30 3.30  -0.6021
C14 -0.97 2.37 4.84  -0.0567
O6 -1.25 3.48 2.87  0.0048
H33 0.15 1.03 1.95  0.0337
H34 0.54 0.76 3.65  0.0978
H35 1.11 2.20 2.80  0.0845
H36 -1.81 1.67 3.09  0.1111
H37 -1.02 1.35 5.33  0.0813
H38 -1.86 2.90 5.25  0.0910
H39 -0.11 2.94 5.24  0.0868
H40 -0.98 4.18 3.52  0.1472
C15 -1.09 -0.65 -5.28  -0.0383
C16 -0.24 0.63 -5.29  -0.6220
C17 -0.25 1.26 -6.66  -0.0532
O7 -0.67 1.52 -4.50  0.0150
H41 -0.55 -1.56 -5.63  0.0987
H42 -2.02 -0.61 -5.86  0.0782
H43 -1.35 -0.93 -4.30  0.0135
H44 0.80 0.34 -5.00  0.1479
H45 0.49 2.05 -6.60  0.0726
H46 -1.24 1.56 -7.05  0.0977
H47 0.19 0.57 -7.34  0.0681
H48 -0.02 2.23 -4.49  0.0951
C18 2.77 -2.09 3.21  -0.0381
C19 3.17 -0.67 3.48  -0.6825
C20 4.56 -0.54 4.14  -0.0543
O8 3.18 0.08 2.48  -0.0188
H49 3.42 -2.46 2.34  0.1148
H50 1.73 -2.26 2.95  0.0439
H51 3.02 -2.74 4.06  0.0850
H52 2.45 -0.27 4.25  0.1356
H53 5.24 -1.26 3.66  0.0736
H54 4.50 -0.99 5.16  0.0808
H55 5.00 0.52 4.25  0.1037
H56 3.06 1.03 2.77  0.1381
C21 0.35 3.75 -1.76  0.0088
C22 0.40 3.41 -0.24  -0.6229
C23 1.12 4.48 0.56  -0.0176
O9 -0.73 3.28 0.21  0.0063
H57 1.33 4.08 -2.09  0.0650
H58 -0.37 4.53 -2.02  0.1051
H59 0.18 2.82 -2.27  0.0403
H60 0.87 2.42 -0.09  0.1297
H61 2.10 4.11 0.79  0.0507
H62 0.69 4.80 1.53  0.0886
H63 1.27 5.37 0.00  0.0673
H64 -0.72 3.05 1.13  0.0687
C24 4.25 1.16 -0.48  -0.0083
C25 3.74 2.38 -1.26  -0.6205
C26 4.90 3.05 -1.98  -0.0198
O10 2.82 2.12 -2.07  -0.0224
H65 3.41 0.66 -0.01  0.0435
H66 4.99 1.46 0.30  0.1013
H67 4.67 0.40 -1.17  0.0974
H68 3.35 3.10 -0.55  0.1159
H69 4.46 3.76 -2.70  0.0966
H70 5.53 2.33 -2.36  0.0581
H71 5.56 3.57 -1.31  0.0814
H72 2.71 2.81 -2.77  0.1350

---

Model two:
This record from OMol25 describes a cluster of 10 separate species, C26H72N4O10 in total. The level of theory is ωB97M-V/def2-TZVPD.

The value obtained for the orbital gap is 9.65 eV. Its SMILES is NC(N)=O.NC(N)=O.CC(C)O.CC(C)O.CC(C)O.CC(C)O.CC(C)O.CC(C)O.CC(C)O.CC(C)O. Its LUMO energy is 0.29 eV. As for the HOMO energy: -0.3437 Ha.

Each line ends with the Löwdin charge.
Positions of all 112 atoms, in Å:
N1 -23.45 12.01 5.51  0.1799
C1 -23.39 12.30 4.25  -0.8139
N2 -22.26 12.90 3.91  0.1725
O1 -24.27 11.99 3.50  0.0503
H1 -24.29 11.64 5.92  0.1266
H2 -22.70 12.40 6.06  0.0818
H3 -21.98 12.86 2.94  0.1168
H4 -21.55 12.99 4.62  0.0687
N3 -25.47 11.82 9.98  0.1793
C2 -25.85 12.76 10.77  -0.8343
N4 -25.57 12.41 11.96  0.1682
O2 -26.67 13.62 10.49  0.0234
H5 -24.87 11.07 10.32  0.0811
H6 -25.52 12.01 8.99  0.1195
H7 -26.16 12.94 12.58  0.1266
H8 -24.84 11.76 12.21  0.1132
C3 -20.15 14.03 9.46  -0.0506
C4 -21.52 13.42 9.82  -0.4480
C5 -22.40 14.45 10.50  -0.0415
O3 -22.06 12.95 8.55  -0.0871
H9 -20.27 14.92 8.84  0.0874
H10 -19.56 13.26 8.97  0.0553
H11 -19.61 14.31 10.36  0.0819
H12 -21.38 12.62 10.54  0.1269
H13 -21.91 15.18 11.15  0.0844
H14 -23.09 13.93 11.17  0.0680
H15 -22.93 15.03 9.74  0.0914
H16 -22.21 13.63 7.88  0.0855
C6 -22.67 10.06 16.63  -0.0717
C7 -23.84 9.63 15.88  -0.4735
C8 -23.61 8.98 14.47  -0.0598
O4 -24.46 8.56 16.63  -0.0485
H17 -21.94 9.26 16.72  0.0905
H18 -23.01 10.41 17.61  0.0909
H19 -22.11 10.86 16.14  0.0866
H20 -24.45 10.51 15.65  0.1306
H21 -23.04 8.05 14.44  0.0828
H22 -23.02 9.55 13.76  0.0562
H23 -24.44 8.74 13.81  0.0455
H24 -25.21 8.35 16.06  0.0728
C9 -21.77 9.20 8.39  -0.0329
C10 -22.64 9.18 9.65  -0.4299
C11 -22.00 8.44 10.82  -0.0402
O5 -22.73 10.52 10.15  -0.0965
H25 -22.01 8.26 7.89  0.0606
H26 -20.71 9.34 8.60  0.0772
H27 -22.18 10.02 7.81  0.0703
H28 -23.64 8.82 9.40  0.1272
H29 -20.92 8.59 10.77  0.0743
H30 -22.21 7.37 10.88  0.0646
H31 -22.41 8.73 11.79  0.0519
H32 -22.33 11.25 9.66  0.0289
C12 -21.55 5.21 8.65  -0.0135
C13 -22.71 4.13 8.93  -0.4794
C14 -24.03 4.28 8.22  -0.0732
O6 -22.20 2.93 8.52  -0.0530
H33 -21.99 6.21 8.65  0.0287
H34 -21.20 5.22 7.62  0.0598
H35 -20.77 5.28 9.40  0.0748
H36 -23.10 4.04 9.95  0.1346
H37 -24.65 3.41 8.45  0.0839
H38 -23.91 4.23 7.14  0.0744
H39 -24.62 5.16 8.49  0.0688
H40 -21.99 2.89 7.58  0.0959
C15 -17.80 10.98 9.74  -0.0472
C16 -16.82 9.84 10.26  -0.4609
C17 -17.20 8.37 9.74  -0.0186
O7 -15.59 10.13 9.71  -0.0622
H41 -18.76 11.03 10.27  0.0643
H42 -17.86 10.73 8.68  0.0554
H43 -17.46 12.01 9.74  0.0654
H44 -16.70 9.92 11.34  0.1242
H45 -18.25 8.24 9.99  0.0497
H46 -16.62 7.57 10.21  0.0755
H47 -17.24 8.38 8.65  0.0712
H48 -15.19 10.90 10.12  0.0959
C18 -22.97 8.46 3.23  -0.0317
C19 -21.96 8.12 4.36  -0.5153
C20 -22.18 6.73 4.96  -0.0546
O8 -20.79 8.09 3.69  -0.0652
H49 -22.64 9.15 2.46  0.0821
H50 -23.66 9.14 3.74  0.0607
H51 -23.50 7.58 2.86  0.0754
H52 -21.79 8.90 5.10  0.1170
H53 -22.94 6.68 5.74  0.0748
H54 -21.26 6.26 5.30  0.0752
H55 -22.48 6.09 4.13  0.0758
H56 -20.78 7.27 3.18  0.0942
C21 -19.38 10.79 6.00  -0.0230
C22 -18.44 11.97 5.49  -0.4500
C23 -17.42 11.58 4.50  -0.0785
O9 -19.24 12.96 4.82  -0.0813
H57 -19.95 11.14 6.86  0.0513
H58 -18.68 10.02 6.33  0.0732
H59 -20.02 10.50 5.17  0.0679
H60 -17.98 12.44 6.36  0.1269
H61 -16.61 11.01 4.96  0.0883
H62 -16.86 12.38 4.01  0.0863
H63 -17.88 11.07 3.66  0.0923
H64 -19.09 12.86 3.87  0.0727
C24 -27.42 8.15 10.20  -0.0555
C25 -27.00 7.71 11.59  -0.4968
C26 -25.82 6.63 11.59  -0.0250
O10 -26.57 8.85 12.24  -0.0583
H65 -27.90 7.30 9.73  0.0764
H66 -26.52 8.35 9.62  0.0720
H67 -28.17 8.94 10.12  0.0870
H68 -27.86 7.25 12.08  0.1307
H69 -26.06 5.98 10.75  0.0562
H70 -25.90 5.95 12.44  0.0703
H71 -24.86 7.13 11.42  0.0609
H72 -26.64 8.68 13.19  0.0821

---

Short version: model one is the least stable of them.